Entry 1:
Computed, not measured: an isolated molecule of CH2S3 in a non-equilibrium geometry, with the ωB97M-V functional and the def2-TZVPD basis.

Geometry as ORCA input:
```
! RIJCOSX wB97M-V def2-TZVPD def2/J DEFGRID3
* xyz 0 1
S -2.2923 0.0021 0.0203
S 0.2137 1.5759 0.0333
S 0.1837 -1.5105 0.0008
C -0.7013 -0.0254 -0.0399
H 1.2744 -1.2345 0.8225
H 1.3217 1.1924 -0.8370
*
```

Its energy above the lowest of the compared OMol25 structures with the same formula, charge and spin is 74.95 kJ/mol. The value obtained for the electronic energy is -1233.82391 Eh. As for the largest force on an atom: 2.6 eV/Å. The SMILES is S=C(S)S. As for the lowest unoccupied orbital energy: -0.66 eV. The calculation puts the HOMO-LUMO gap at 8.324 eV.

***

Entry 2:
Computed, not measured: a 5-piece molecular cluster, CH11NO5 overall, with the ωB97M-V functional and the def2-TZVPD basis.

Geometry as ORCA input:
```
! RIJCOSX wB97M-V def2-TZVPD def2/J DEFGRID3
* xyz 0 1
O -0.8063 1.9261 -2.3270
O 0.7027 -1.7419 -1.2913
O 2.8332 0.0339 0.9382
O -1.7846 0.9175 1.9065
O -1.7930 -0.2864 -0.7363
N -0.1802 -0.6527 1.5402
C -0.6375 0.5213 2.0120
H 3.3555 -0.6148 1.4143
H -0.1061 1.3855 -2.7066
H -0.7469 -1.1428 0.8750
H 2.3594 -0.4252 0.2354
H -0.3786 2.6942 -1.9374
H -2.3386 0.0229 0.0095
H 0.6496 -1.0063 1.9793
H 0.1106 1.1489 2.5184
H -0.0076 -1.0963 -1.1482
H -1.6208 0.5405 -1.2177
H 0.3893 -2.2244 -2.0642
*
```

Its energy above the lowest of the compared OMol25 structures with the same formula, charge and spin is 42.70 kJ/mol. The value obtained for the electronic energy is -475.67180 Eh. As for the largest force on an atom: 0.9 eV/Å. The SMILES is NC=O.O.O.O.O. As for the lowest unoccupied orbital energy: 0.39 eV. The calculation puts the HOMO-LUMO gap at 10.368 eV.

***

Entry 3:
Computed, not measured: an isolated molecule of C18H26N2O5S, with the ωB97M-V functional and the def2-TZVPD basis.

Geometry as ORCA input:
```
! RIJCOSX wB97M-V def2-TZVPD def2/J DEFGRID3
* xyz 0 1
S -0.4009 2.8748 -1.6732
O 0.9453 3.3751 -1.7037
O -3.0481 -0.1568 1.3443
O -0.2113 -1.8876 2.3073
O 3.4868 -3.3817 -2.8245
O -1.0679 2.6878 -2.9303
N 1.2404 -3.0029 -2.9425
N -1.0444 0.8300 1.6550
C -0.4480 -2.5049 -1.3220
C 1.4131 -2.4133 0.7052
C 0.8921 -2.7375 -1.6147
C 0.1770 1.0034 2.4174
C 0.0712 -2.1718 0.9939
C -1.3968 3.8975 -0.5351
C 0.0280 1.9410 3.6320
C -0.4474 1.3428 -0.6777
C -1.9349 -0.1771 1.8396
C 1.8240 -2.6958 -0.5795
C 2.4662 -3.3014 -3.4670
C -1.1196 3.2115 0.7839
C -0.8632 -2.2275 -0.0318
C 1.3958 2.1003 4.2923
C -1.3118 1.7124 0.5260
C 2.4055 -3.5261 -4.9645
C -0.9911 1.4137 4.6372
C -1.4958 -1.4101 2.6378
H 2.8630 -2.8821 -0.7907
H -1.0478 4.9231 -0.5784
H 3.3999 -3.7668 -5.3281
H 0.4649 -2.9737 -3.5902
H 0.9431 1.4079 1.7510
H -2.3658 1.5447 0.2739
H 2.1174 2.5180 3.5943
H 2.0502 -2.6273 -5.4643
H -1.1271 2.1322 5.4420
H 0.5762 1.1030 -0.4040
H 2.1281 -2.3779 1.5119
H -1.4601 -1.1938 3.7075
H -2.2609 -2.1784 2.4675
H -1.7916 3.5544 1.5713
H 0.5295 0.0358 2.7725
H -0.6473 0.4790 5.0748
H -1.9116 -2.0588 0.1512
H -1.1844 -2.5418 -2.1128
H 1.3257 2.7645 5.1499
H -0.3085 2.9237 3.2931
H 1.7314 -4.3482 -5.1960
H -1.9562 1.2501 4.1623
H 1.7673 1.1371 4.6347
H -2.4345 3.8257 -0.8457
H -0.0875 3.4207 1.0686
H -0.8689 0.5428 -1.2762
*
```

Its energy above the lowest of the compared OMol25 structures with the same formula, charge and spin is 63.84 kJ/mol. The value obtained for the electronic energy is -1585.41654 Eh. As for the largest force on an atom: 0.8 eV/Å. The SMILES is CC(=O)Nc1ccc(OCC(=O)N(CC(C)C)[C@H]2CCS(=O)(=O)C2)cc1. As for the lowest unoccupied orbital energy: 0.57 eV. The calculation puts the HOMO-LUMO gap at 8.819 eV.

***

Entry 4:
Computed, not measured: a 2-piece molecular cluster, C2HFO2 overall in a non-equilibrium geometry, with the ωB97M-V functional and the def2-TZVPD basis.

Geometry as ORCA input:
```
! RIJCOSX wB97M-V def2-TZVPD def2/J DEFGRID3
* xyz 0 1
F 0.2311 -1.1813 -1.2050
O -1.5607 0.3957 -0.4982
O -2.8782 -0.4408 -2.1618
C -2.2530 -0.0074 -1.3178
C -0.0780 -0.8750 0.0059
H 0.8097 -0.3024 0.4311
*
```

Its energy above the lowest of the compared OMol25 structures with the same formula, charge and spin is 298.91 kJ/mol. The value obtained for the electronic energy is -327.03093 Eh. As for the largest force on an atom: 3.4 eV/Å. As for the lowest unoccupied orbital energy: 0.37 eV. The calculation puts the HOMO-LUMO gap at 9.004 eV.